(1)
{
  "formula": "C19H18O4",
  "method": "ωB97M-V/def2-TZVPD",
  "elements": ["C", "C", "C", "C", "C", "C", "C", "C", "C", "C", "C", "C", "C", "H", "H", "H", "H", "H", "H", "H", "H", "H", "H", "H", "C", "C", "C", "O", "C", "O", "C", "C", "O", "O", "H", "H", "H", "H", "H", "H", "H"],
  "positions_angstrom": [[0.79, 0.97, 2.33], [1.91, 0.41, 1.47], [2.29, -0.93, 1.57], [3.46, -1.38, 0.95], [4.18, -0.52, 0.10], [3.80, 0.82, -0.02], [2.67, 1.28, 0.67], [-0.15, 1.94, 1.57], [-1.28, 2.34, 2.29], [-2.14, 3.32, 1.82], [-1.98, 3.87, 0.56], [-0.93, 3.41, -0.25], [-0.09, 2.38, 0.21], [0.15, 0.18, 2.78], [1.70, -1.64, 2.14], [3.82, -2.40, 1.08], [5.08, -0.86, -0.44], [4.35, 1.55, -0.63], [2.35, 2.32, 0.60], [-1.47, 1.90, 3.26], [-2.96, 3.67, 2.46], [-2.61, 4.68, 0.19], [-0.77, 3.82, -1.24], [0.64, 1.98, -0.49], [1.17, 4.03, 7.21], [1.49, 2.71, 6.45], [2.15, 1.74, 7.39], [0.23, 2.19, 5.94], [0.22, 1.22, 4.99], [-0.80, 0.51, 4.91], [1.33, 1.13, 3.92], [2.42, 2.13, 4.24], [3.38, 2.24, 3.46], [2.34, 2.99, 5.28], [0.67, 4.78, 6.59], [0.50, 3.85, 8.07], [2.07, 4.53, 7.62], [2.34, 0.82, 6.84], [3.10, 2.15, 7.75], [1.48, 1.54, 8.23], [1.79, 0.14, 4.06]],
  "nbo_charge": [-0.197, -0.040, -0.209, -0.211, -0.210, -0.208, -0.181, -0.048, -0.155, -0.228, -0.214, -0.211, -0.206, 0.253, 0.211, 0.215, 0.216, 0.217, 0.224, 0.218, 0.214, 0.215, 0.215, 0.225, -0.643, 0.546, -0.660, -0.507, 0.791, -0.577, -0.437, 0.773, -0.556, -0.509, 0.237, 0.232, 0.234, 0.216, 0.240, 0.237, 0.277],
  "e_lumo_ev": 0.40,
  "homo_ev": -8.910,
  "gap_ev": 9.31,
  "e_above_lowest_kcal_mol": 28.7,
  "charge": 0
}



(2)
{
  "formula": "C19H19AsIO4PdSe",
  "method": "ωB97M-V/def2-TZVPD",
  "elements": ["Pd", "I", "C", "C", "C", "C", "C", "C", "C", "C", "C", "C", "H", "H", "H", "H", "H", "H", "O", "Se", "O", "O", "O", "C", "As", "C", "C", "C", "C", "C", "C", "C", "C", "H", "H", "H", "H", "H", "H", "H", "H", "H", "H", "H", "H", "H"],
  "positions_angstrom": [[-0.66, -0.04, 0.08], [-1.13, -0.25, 2.74], [-1.84, -2.17, 2.33], [-2.31, -2.90, 3.38], [-2.77, -4.22, 3.14], [-2.72, -4.74, 1.88], [-2.22, -3.99, 0.79], [-2.13, -4.55, -0.51], [-1.62, -3.83, -1.54], [-1.20, -2.49, -1.35], [-1.29, -1.90, -0.12], [-1.78, -2.65, 0.99], [-2.33, -2.49, 4.37], [-3.16, -4.80, 3.96], [-3.07, -5.76, 1.70], [-2.47, -5.57, -0.66], [-1.54, -4.27, -2.53], [-0.81, -1.92, -2.18], [-0.14, 0.92, -2.14], [-0.79, 2.15, -1.21], [-2.26, 1.60, -0.65], [0.17, 2.14, 0.16], [-0.85, 3.58, -1.97], [2.87, 1.03, -1.04], [1.82, -0.38, -0.24], [2.40, -1.84, -1.38], [2.88, -0.73, 1.41], [4.19, -1.39, 1.18], [4.30, -2.79, 1.18], [5.51, -3.41, 0.95], [6.65, -2.66, 0.70], [6.56, -1.27, 0.69], [5.34, -0.65, 0.93], [3.91, 0.72, -1.14], [2.78, 1.93, -0.44], [2.43, 1.22, -2.02], [3.48, -1.91, -1.43], [2.00, -1.62, -2.38], [1.98, -2.79, -1.04], [2.22, -1.32, 2.05], [3.00, 0.26, 1.86], [3.41, -3.38, 1.37], [5.58, -4.49, 0.96], [7.60, -3.14, 0.51], [7.44, -0.67, 0.49], [5.28, 0.43, 0.93]],
  "nbo_charge": [0.670, 0.245, -0.134, -0.270, -0.219, -0.182, -0.078, -0.218, -0.194, -0.283, -0.082, -0.075, 0.219, 0.207, 0.203, 0.199, 0.205, 0.240, -1.142, 2.683, -1.093, -1.081, -1.047, -0.967, 1.093, -0.981, -0.752, -0.038, -0.164, -0.227, -0.238, -0.208, -0.220, 0.206, 0.253, 0.269, 0.220, 0.243, 0.230, 0.237, 0.238, 0.202, 0.206, 0.206, 0.207, 0.212],
  "e_lumo_ev": [2.26, 2.26],
  "homo_ev": [-4.282, -4.280],
  "gap_ev": [6.55, 6.54],
  "e_above_lowest_kcal_mol": 19.5,
  "charge": -1
}



(3)
{
  "formula": "C19H19FN2O3",
  "method": "ωB97M-V/def2-TZVPD",
  "elements": ["C", "C", "O", "C", "C", "C", "C", "C", "C", "H", "N", "C", "O", "C", "C", "C", "O", "N", "C", "C", "C", "C", "C", "C", "H", "H", "F", "H", "H", "C", "H", "H", "H", "H", "H", "H", "H", "H", "H", "H", "H", "H", "H", "H"],
  "positions_angstrom": [[7.83, 1.71, -0.63], [7.02, 0.51, -0.17], [5.65, 0.82, -0.38], [4.71, -0.10, -0.04], [4.97, -1.35, 0.51], [3.91, -2.19, 0.81], [2.60, -1.82, 0.58], [2.34, -0.57, 0.04], [3.39, 0.29, -0.27], [3.21, 1.26, -0.69], [1.04, -0.10, -0.23], [-0.15, -0.71, 0.00], [-0.29, -1.81, 0.48], [-1.33, 0.18, -0.39], [-1.55, 1.30, 0.62], [-3.06, 1.49, 0.66], [-3.63, 2.45, 1.13], [-3.64, 0.39, 0.10], [-5.01, 0.13, 0.00], [-5.94, 1.17, 0.08], [-7.29, 0.90, -0.03], [-7.71, -0.40, -0.23], [-6.81, -1.44, -0.32], [-5.46, -1.17, -0.20], [-4.76, -1.99, -0.25], [-7.17, -2.45, -0.47], [-9.03, -0.66, -0.35], [-8.02, 1.70, 0.03], [-5.61, 2.18, 0.24], [-2.66, -0.59, -0.34], [-2.94, -0.99, -1.32], [-2.57, -1.41, 0.38], [-1.06, 2.24, 0.36], [-1.23, 1.01, 1.62], [-1.17, 0.59, -1.39], [1.01, 0.83, -0.62], [1.78, -2.48, 0.82], [4.11, -3.16, 1.23], [5.97, -1.68, 0.70], [7.20, 0.31, 0.89], [7.29, -0.38, -0.75], [8.89, 1.51, -0.49], [7.56, 2.59, -0.06], [7.65, 1.90, -1.68]],
  "nbo_charge": [-0.617, -0.065, -0.517, 0.403, -0.348, -0.164, -0.276, 0.170, -0.316, 0.211, -0.597, 0.695, -0.602, -0.310, -0.495, 0.691, -0.599, -0.448, 0.213, -0.231, -0.267, 0.386, -0.272, -0.252, 0.221, 0.231, -0.326, 0.231, 0.257, -0.211, 0.210, 0.224, 0.236, 0.241, 0.220, 0.398, 0.253, 0.216, 0.220, 0.172, 0.172, 0.214, 0.214, 0.214],
  "e_lumo_ev": 0.49,
  "homo_ev": -8.464,
  "gap_ev": 8.95,
  "e_above_lowest_kcal_mol": 0.0,
  "charge": 0
}



(4)
{
  "formula": "C19H19FN4O3S",
  "method": "ωB97M-V/def2-TZVPD",
  "elements": ["O", "S", "O", "N", "C", "N", "C", "C", "C", "C", "C", "C", "N", "C", "N", "H", "C", "C", "C", "H", "C", "H", "C", "H", "H", "O", "H", "H", "H", "H", "H", "H", "H", "H", "H", "H", "C", "C", "C", "C", "C", "C", "H", "H", "F", "H", "H"],
  "positions_angstrom": [[-1.15, -1.79, -0.33], [-0.26, -2.27, 0.67], [-0.55, -3.51, 1.32], [-0.18, -1.09, 1.89], [0.39, 0.09, 1.40], [1.67, 0.26, 1.54], [2.24, 1.36, 0.98], [3.62, 1.58, 1.09], [4.19, 2.65, 0.47], [3.40, 3.54, -0.28], [2.05, 3.36, -0.40], [1.43, 2.26, 0.23], [0.10, 2.09, 0.13], [-0.45, 1.04, 0.71], [-1.77, 0.87, 0.68], [-2.17, 0.04, 1.10], [-2.68, 1.79, 0.07], [-3.89, 1.04, -0.49], [-3.55, -0.01, -1.57], [-3.90, 0.32, -2.54], [-4.26, -1.28, -1.09], [-3.52, -1.98, -0.69], [-5.17, -0.77, 0.03], [-6.14, -0.45, -0.39], [-5.34, -1.49, 0.82], [-4.50, 0.34, 0.58], [-4.82, -1.78, -1.88], [-2.47, -0.17, -1.61], [-4.61, 1.78, -0.89], [-2.16, 2.33, -0.73], [-3.03, 2.52, 0.81], [1.44, 4.04, -0.97], [3.88, 4.38, -0.76], [5.25, 2.82, 0.55], [4.20, 0.87, 1.67], [0.36, -1.48, 2.66], [1.41, -2.26, 0.03], [2.38, -3.00, 0.68], [3.70, -2.88, 0.28], [4.00, -2.01, -0.76], [3.03, -1.28, -1.42], [1.71, -1.41, -1.01], [0.92, -0.86, -1.49], [3.31, -0.62, -2.22], [5.28, -1.88, -1.14], [4.49, -3.44, 0.76], [2.10, -3.65, 1.49]],
  "nbo_charge": [-0.947, 2.312, -0.923, -0.851, 0.289, -0.381, 0.042, -0.174, -0.236, -0.191, -0.238, 0.218, -0.502, 0.368, -0.568, 0.426, -0.230, 0.092, -0.443, 0.211, -0.438, 0.229, -0.065, 0.156, 0.194, -0.538, 0.212, 0.230, 0.172, 0.232, 0.200, 0.223, 0.215, 0.216, 0.222, 0.417, -0.358, -0.153, -0.279, 0.421, -0.267, -0.168, 0.248, 0.241, -0.315, 0.238, 0.241],
  "e_lumo_ev": -0.08,
  "homo_ev": -8.089,
  "gap_ev": 8.01,
  "charge": 0
}



(5)
{
  "formula": "C19H19FN6O",
  "method": "ωB97M-V/def2-TZVPD",
  "elements": ["N", "F", "C", "N", "N", "O", "C", "C", "C", "C", "C", "C", "C", "C", "C", "C", "C", "C", "C", "C", "N", "N", "N", "C", "C", "C", "C", "H", "H", "H", "H", "H", "H", "H", "H", "H", "H", "H", "H", "H", "H", "H", "H", "H", "H", "H"],
  "positions_angstrom": [[3.59, 1.79, 3.92], [2.40, -4.42, 0.05], [2.78, 2.04, 3.20], [-1.27, 4.17, -2.13], [0.21, 1.11, 0.69], [-0.12, -3.05, 0.22], [-1.42, 2.87, -1.84], [-2.02, 2.25, -3.04], [-2.15, 3.18, -3.98], [-0.30, 2.31, 0.39], [1.08, 1.05, 1.75], [0.20, -7.01, 0.82], [-0.98, -6.40, 1.12], [1.27, -6.32, 0.35], [-1.04, -5.08, 1.05], [-0.01, 3.46, 1.08], [1.22, -5.01, 0.28], [1.58, 2.24, 2.39], [0.07, -4.38, 0.55], [1.09, 3.49, 2.01], [-1.59, 4.34, -3.40], [-1.13, 2.11, -0.73], [1.71, -0.22, 2.00], [-2.87, 2.78, -5.36], [1.43, 4.84, 2.55], [0.16, -2.12, 1.23], [1.58, -1.41, 1.02], [-2.18, 1.20, -3.22], [0.14, -8.10, 0.82], [-1.85, -6.98, 1.50], [2.13, -6.91, 0.10], [-2.11, -4.69, 1.22], [-0.29, 4.40, 0.59], [-1.60, 5.25, -3.93], [-1.39, 1.18, -0.83], [2.65, -0.06, 2.36], [-2.26, 3.01, -6.21], [-3.73, 3.35, -5.55], [-3.02, 1.73, -5.40], [2.51, 4.83, 2.55], [0.92, 5.05, 3.42], [1.06, 5.60, 1.86], [-0.77, -1.48, 1.20], [0.24, -2.60, 2.23], [1.67, -1.25, -0.14], [2.38, -2.14, 1.23]],
  "nbo_charge": [-0.322, -0.318, 0.271, -0.311, -0.516, -0.513, 0.312, -0.363, 0.145, 0.411, 0.467, -0.201, -0.223, -0.263, -0.219, -0.347, 0.336, -0.297, 0.211, 0.140, -0.357, -0.579, -0.617, -0.618, -0.639, -0.070, -0.242, 0.213, 0.213, 0.216, 0.233, 0.233, 0.235, 0.409, 0.411, 0.400, 0.215, 0.219, 0.228, 0.230, 0.237, 0.226, 0.204, 0.175, 0.210, 0.217],
  "e_lumo_ev": 0.72,
  "homo_ev": -7.816,
  "gap_ev": 8.53,
  "e_above_lowest_kcal_mol": 23.2,
  "charge": 0
}



(6)
{
  "formula": "C19H19N2O2PPtS",
  "method": "ωB97M-V/def2-TZVPD",
  "elements": ["Pt", "N", "C", "C", "C", "C", "C", "C", "P", "C", "C", "C", "C", "C", "C", "C", "C", "C", "C", "C", "C", "H", "H", "H", "H", "H", "H", "H", "H", "H", "H", "H", "H", "H", "H", "H", "H", "O", "S", "N", "C", "O", "H", "H", "H"],
  "positions_angstrom": [[0.62, -2.34, -1.13], [-2.18, -2.69, 0.22], [-2.41, -1.41, 0.81], [-3.60, -1.23, 1.53], [-3.92, -0.01, 2.11], [-3.05, 1.07, 1.98], [-1.89, 0.91, 1.24], [-1.54, -0.31, 0.64], [-0.01, -0.30, -0.38], [-0.33, 1.02, -1.56], [-1.61, 1.23, -2.05], [-1.84, 2.19, -3.03], [-0.77, 2.92, -3.54], [0.52, 2.70, -3.07], [0.74, 1.75, -2.09], [1.31, 0.38, 0.71], [2.40, -0.40, 1.13], [3.35, 0.12, 2.01], [3.23, 1.42, 2.48], [2.18, 2.22, 2.04], [1.23, 1.70, 1.17], [-3.03, -3.21, 0.11], [-1.52, -3.27, 0.74], [-4.28, -2.07, 1.63], [-4.84, 0.09, 2.67], [-3.29, 2.02, 2.43], [-1.26, 1.78, 1.10], [-2.44, 0.65, -1.66], [-2.84, 2.35, -3.41], [-0.95, 3.67, -4.31], [1.35, 3.27, -3.47], [1.75, 1.57, -1.73], [2.51, -1.40, 0.76], [4.18, -0.50, 2.33], [3.97, 1.82, 3.17], [2.10, 3.25, 2.38], [0.44, 2.35, 0.82], [2.98, -0.97, -4.65], [2.77, -1.90, -3.56], [1.48, -2.04, -2.87], [1.74, -3.67, 1.28], [0.64, -3.60, 0.38], [1.71, -4.62, 1.81], [1.73, -2.88, 2.04], [2.71, -3.62, 0.78]],
  "nbo_charge": [0.747, -0.841, 0.202, -0.255, -0.159, -0.263, -0.101, -0.441, 1.184, -0.325, -0.210, -0.198, -0.186, -0.205, -0.193, -0.366, -0.204, -0.161, -0.192, -0.218, -0.193, 0.369, 0.416, 0.214, 0.217, 0.219, 0.200, 0.228, 0.219, 0.219, 0.224, 0.228, 0.233, 0.213, 0.217, 0.220, 0.212, -0.921, 1.400, -1.169, -0.251, -0.821, 0.180, 0.160, 0.152],
  "e_lumo_ev": -0.89,
  "homo_ev": -7.615,
  "gap_ev": 6.72,
  "e_above_lowest_kcal_mol": 21.2,
  "charge": 0
}



Number 1: strongest force on any atom 4.29 eV Å⁻¹. Number 2: strongest force on any atom 1.49 eV Å⁻¹. Number 3: strongest force on any atom 0.69 eV Å⁻¹. Number 4: strongest force on any atom 1.05 eV Å⁻¹. Number 5: strongest force on any atom 7.12 eV Å⁻¹. Number 6: strongest force on any atom 1.67 eV Å⁻¹.